A structure of composition C64H50IrN5OP3SSe4Si in a non-equilibrium geometry. Source: OMol25; level of theory: ωB97M-V/def2-TZVPD.

ORCA input file:
```
! wB97M-V def2-TZVPD RIJCOSX def2/J DEFGRID3
* xyz 0 2
Ir -0.462 -0.368 -0.155
Se 1.107 3.789 -0.068
P 2.766 2.372 -0.370
Se 2.425 0.213 -0.390
C 3.494 2.768 -2.000
C 4.190 1.781 -2.690
C 4.621 2.010 -3.982
C 4.371 3.229 -4.595
C 3.711 4.227 -3.897
C 3.274 4.001 -2.604
C 3.997 2.874 0.879
C 4.351 4.221 0.917
C 5.196 4.681 1.907
C 5.686 3.804 2.864
C 5.330 2.464 2.824
C 4.487 1.995 1.833
H 4.375 0.824 -2.218
H 5.140 1.228 -4.517
H 4.680 3.390 -5.618
H 3.520 5.179 -4.369
H 2.738 4.778 -2.075
H 3.953 4.906 0.179
H 5.459 5.729 1.944
H 6.338 4.165 3.647
H 5.699 1.788 3.581
H 4.203 0.951 1.797
Se -1.921 3.861 5.084
P -0.449 2.325 5.102
C 1.136 3.015 5.670
C 1.443 2.919 7.026
C 2.523 3.613 7.537
C 3.293 4.413 6.709
C 2.982 4.515 5.363
C 1.901 3.829 4.840
C -0.842 0.947 6.223
C -2.046 0.938 6.915
C -2.308 -0.067 7.825
C -1.365 -1.055 8.055
C -0.175 -1.061 7.342
C 0.091 -0.069 6.420
C -0.256 1.696 3.443
C -1.076 0.913 2.599
N -0.495 1.007 1.359
N 0.602 1.763 1.496
N 0.750 2.172 2.706
P -2.720 0.232 2.714
Se -3.084 -1.079 1.006
C -2.937 -0.778 4.178
C -1.875 -1.592 4.570
C -2.090 -2.585 5.504
C -3.356 -2.781 6.037
C -4.423 -2.007 5.602
C -4.225 -1.023 4.655
C -3.870 1.618 2.627
C -3.966 2.254 1.386
C -4.757 3.373 1.239
C -5.456 3.875 2.328
C -5.335 3.266 3.571
C -4.535 2.152 3.730
H 0.835 2.305 7.678
H 2.751 3.543 8.590
H 4.119 4.974 7.121
H 3.570 5.150 4.719
H 1.655 3.914 3.793
H -2.759 1.734 6.743
H -3.246 -0.077 8.357
H -1.563 -1.827 8.781
H 0.541 -1.852 7.501
H 1.013 -0.069 5.853
H -0.902 -1.466 4.113
H -1.270 -3.223 5.795
H -3.520 -3.550 6.777
H -5.419 -2.190 5.979
H -5.063 -0.466 4.259
H -3.415 1.850 0.546
H -4.828 3.856 0.274
H -6.088 4.745 2.214
H -5.862 3.670 4.424
H -4.423 1.694 4.701
S -2.789 2.842 -2.604
C -1.550 2.061 -1.696
N -1.694 0.779 -1.498
C -2.835 0.308 -2.090
C -3.301 -1.009 -2.108
C -4.530 -1.281 -2.673
C -5.304 -0.273 -3.235
C -4.839 1.032 -3.284
C -3.609 1.306 -2.717
H -0.734 2.635 -1.305
H -2.692 -1.807 -1.720
H -4.895 -2.296 -2.654
H -6.275 -0.509 -3.641
H -5.424 1.820 -3.734
O -0.165 -1.633 -1.655
Si 0.017 -1.908 -3.194
C 1.768 -2.543 -3.589
C 2.494 -3.212 -2.614
C 3.750 -3.717 -2.902
C 4.288 -3.555 -4.166
C 3.574 -2.879 -5.141
C 2.316 -2.379 -4.853
C -1.220 -3.249 -3.742
C -1.510 -3.435 -5.087
C -2.511 -4.310 -5.472
C -3.196 -5.045 -4.519
C -2.871 -4.908 -3.181
C -1.895 -4.007 -2.795
C -0.251 -0.305 -4.200
C -1.371 -0.107 -4.999
C -1.520 1.053 -5.740
C -0.558 2.047 -5.666
C 0.546 1.879 -4.846
C 0.697 0.710 -4.122
H 2.070 -3.333 -1.628
H 4.305 -4.241 -2.138
H 5.264 -3.957 -4.394
H 3.995 -2.746 -6.128
H 1.761 -1.856 -5.620
H -0.954 -2.893 -5.842
H -2.762 -4.414 -6.518
H -3.974 -5.733 -4.819
H -3.382 -5.498 -2.435
H -1.653 -3.888 -1.749
H -2.139 -0.868 -5.046
H -2.387 1.182 -6.374
H -0.685 2.962 -6.227
H 1.290 2.661 -4.766
H 1.556 0.592 -3.471
N 0.581 -2.141 2.191
C 0.264 -1.532 1.269
*
```

The highest occupied orbital energy (spin up / spin down) comes out at -7.78 / -7.78 eV. The energy above the lowest of the compared OMol25 structures with the same formula, charge and spin comes out at 43.3 kcal per mole. The frontier orbital gap (spin up / spin down) is 6.550 / 5.456 eV. The calculation puts the LUMO energy (spin up / spin down) at -0.045 / -0.085 hartree.

***

The molecule C3H5NS in a non-equilibrium geometry. Source: OMol25; level of theory: ωB97M-V/def2-TZVPD.

ORCA input file:
```
! wB97M-V def2-TZVPD RIJCOSX def2/J DEFGRID3
* xyz 0 1
C 0.628 -0.642 -0.028
C -1.712 0.821 0.026
C -2.200 -0.476 0.030
H 0.683 -1.717 0.330
H -1.966 1.629 -0.621
H -1.565 1.300 1.066
H -2.721 -0.911 -0.815
H -2.216 -0.819 1.057
N -0.670 -0.109 -0.187
S 2.011 0.192 0.008
*
```

The highest occupied orbital energy comes out at -8.38 eV. The energy above the lowest of the compared OMol25 structures with the same formula, charge and spin comes out at 61.7 kcal per mole. Its SMILES is S=CN1CC1. The frontier orbital gap is 8.979 eV. The calculation puts the LUMO energy at 0.022 hartree.

***

A cluster of 6 separate species, C15H19Cl4F3O12 in total. Source: OMol25; level of theory: ωB97M-V/def2-TZVPD.

ORCA input file:
```
! wB97M-V def2-TZVPD RIJCOSX def2/J DEFGRID3
* xyz 0 1
C 17.733 25.095 9.391
C 18.091 26.166 8.388
C 19.351 25.833 7.559
O 18.949 26.018 6.215
C 17.622 26.269 6.149
O 17.012 26.434 5.148
O 17.079 26.285 7.387
H 16.744 25.258 9.819
H 18.456 25.147 10.211
H 17.758 24.098 8.953
H 18.217 27.124 8.897
H 19.655 24.792 7.709
H 20.212 26.456 7.794
C 15.887 25.296 13.657
Cl 16.989 26.579 13.158
Cl 16.455 23.705 13.140
H 15.758 25.276 14.733
H 14.931 25.495 13.185
C 15.977 19.777 11.764
Cl 15.953 21.044 10.551
Cl 16.923 20.218 13.207
H 14.962 19.588 12.091
H 16.422 18.879 11.354
C 19.739 22.718 12.242
C 19.902 21.703 11.127
O 21.284 21.728 10.846
C 21.941 22.311 11.882
O 23.121 22.299 11.999
O 21.077 22.850 12.754
F 19.208 22.057 10.015
H 19.044 22.395 13.011
H 19.421 23.699 11.889
H 19.599 20.690 11.399
C 23.956 17.839 10.250
C 22.936 18.925 9.983
O 22.031 18.282 9.131
C 22.673 17.251 8.498
O 22.226 16.628 7.603
O 23.888 17.058 9.060
F 23.515 19.967 9.304
H 23.648 17.232 11.105
H 24.963 18.211 10.410
H 22.422 19.339 10.844
C 25.039 24.414 10.490
C 25.053 23.076 9.738
O 26.209 23.139 8.950
C 26.965 24.221 9.275
O 28.064 24.426 8.892
O 26.275 25.040 10.093
F 23.984 22.932 8.907
H 25.080 24.220 11.559
H 24.228 25.088 10.232
H 25.066 22.223 10.411
*
```

The highest occupied orbital energy comes out at -11.08 eV. The energy above the lowest of the compared OMol25 structures with the same formula, charge and spin comes out at 0.0 kcal per mole. Its SMILES is O=C1OC[C@@H](F)O1.O=C1OC[C@@H](F)O1.O=C1OC[C@@H](F)O1.C[C@H]1COC(=O)O1.ClCCl.ClCCl. The frontier orbital gap is 10.971 eV. The calculation puts the LUMO energy at -0.004 hartree.

***

The molecule CH3ClO in a non-equilibrium geometry. Source: OMol25; level of theory: ωB97M-V/def2-TZVPD.

ORCA input file:
```
! wB97M-V def2-TZVPD RIJCOSX def2/J DEFGRID3
* xyz 0 1
C -0.001 0.392 0.133
O -0.847 -0.771 -0.048
Cl 1.649 0.167 -0.228
H -0.286 1.160 -0.501
H -0.099 0.492 1.163
H -0.416 -1.440 -0.518
*
```

The highest occupied orbital energy comes out at -10.79 eV. The energy above the lowest of the compared OMol25 structures with the same formula, charge and spin comes out at 10.9 kcal per mole. Its SMILES is OCCl. The frontier orbital gap is 11.741 eV. The calculation puts the LUMO energy at 0.035 hartree.

***

The ion C5H14NS with charge +2 in a non-equilibrium geometry. Source: OMol25; level of theory: ωB97M-V/def2-TZVPD.

ORCA input file:
```
! wB97M-V def2-TZVPD RIJCOSX def2/J DEFGRID3
* xyz 2 2
C -1.487 -0.580 -1.189
C -0.067 -1.032 -0.817
C 0.226 -0.815 0.698
C 0.207 0.638 1.225
S 1.500 1.631 0.486
C 1.033 3.244 0.811
N -0.038 -2.573 -1.051
H -1.685 -0.375 -2.244
H -1.601 0.407 -0.755
H -2.290 -1.248 -0.876
H 0.700 -0.608 -1.459
H -0.344 -1.447 1.375
H 1.276 -1.136 0.807
H -0.754 1.145 1.159
H 0.378 0.575 2.310
H 0.938 3.853 -0.091
H 1.882 3.676 1.381
H 0.192 3.353 1.491
H 0.516 -3.034 -0.326
H -1.001 -2.897 -0.997
H 0.418 -2.777 -1.938
*
```

The highest occupied orbital energy (spin up / spin down) comes out at -19.35 / -20.38 eV. The energy above the lowest of the compared OMol25 structures with the same formula, charge and spin comes out at 0.0 kcal per mole. The frontier orbital gap (spin up / spin down) is 12.805 / 8.840 eV. The calculation puts the LUMO energy (spin up / spin down) at -0.241 / -0.424 hartree.

***

The molecule C6H9N. Source: OMol25; level of theory: ωB97M-V/def2-TZVPD.

ORCA input file:
```
! wB97M-V def2-TZVPD RIJCOSX def2/J DEFGRID3
* xyz 0 1
C 0.321 1.953 1.702
C 0.269 0.875 0.663
C 1.039 0.879 -0.594
C 0.582 -0.151 -1.321
C -0.558 -0.760 -0.556
C -0.766 -2.266 -0.585
N -0.556 -0.111 0.749
H 0.009 1.544 2.666
H 1.316 2.399 1.781
H -0.383 2.754 1.438
H 1.798 1.606 -0.864
H 0.914 -0.468 -2.304
H -1.678 -2.510 -0.032
H -0.898 -2.603 -1.619
H 0.066 -2.824 -0.150
H -1.477 -0.316 -0.974
*
```

The highest occupied orbital energy comes out at -9.36 eV. The energy above the lowest of the compared OMol25 structures with the same formula, charge and spin comes out at 18.0 kcal per mole. Its SMILES is CC1=N[C@H](C)C=C1. The frontier orbital gap is 10.287 eV. The calculation puts the LUMO energy at 0.034 hartree.

***

A cluster of 4 separate species, C10H16Cl4O4 in total in a non-equilibrium geometry. Source: OMol25; level of theory: ωB97M-V/def2-TZVPD.

ORCA input file:
```
! wB97M-V def2-TZVPD RIJCOSX def2/J DEFGRID3
* xyz 0 1
C 1.937 3.032 2.849
Cl 0.614 3.866 2.040
Cl 3.523 3.366 2.145
H 1.894 3.225 3.911
H 1.823 1.983 2.766
C 2.830 0.146 -1.666
Cl 3.061 1.819 -1.285
Cl 1.666 -0.080 -2.961
H 3.817 -0.036 -2.059
H 2.529 -0.520 -0.875
O 1.300 -1.226 1.559
C 0.433 -1.999 1.281
O 0.664 -2.937 0.322
C -0.542 -3.528 -0.182
C -1.519 -3.539 0.977
C -1.071 -2.220 1.698
H -0.330 -4.551 -0.504
H -0.831 -3.005 -1.040
H -1.460 -4.444 1.635
H -2.564 -3.586 0.641
H -1.064 -2.450 2.782
H -1.553 -1.262 1.463
O -2.148 -0.755 -2.328
C -1.698 0.226 -1.788
O -1.047 0.147 -0.650
C -0.502 1.437 -0.204
C -1.259 2.464 -1.023
C -1.780 1.696 -2.294
H 0.585 1.442 -0.446
H -0.677 1.474 0.854
H -0.517 3.227 -1.229
H -2.245 2.919 -0.565
H -1.100 1.687 -3.164
H -2.768 1.981 -2.660
*
```

The highest occupied orbital energy comes out at -10.06 eV. The energy above the lowest of the compared OMol25 structures with the same formula, charge and spin comes out at 13.3 kcal per mole. Its SMILES is O=C1CCCO1.O=C1CCCO1.ClCCl.ClCCl. The frontier orbital gap is 10.736 eV. The calculation puts the LUMO energy at 0.025 hartree.

***

A structure of composition C26H30CaIN2O2. Source: OMol25; level of theory: ωB97M-V/def2-TZVPD.

ORCA input file:
```
! wB97M-V def2-TZVPD RIJCOSX def2/J DEFGRID3
* xyz 1 1
Ca -0.024 -0.577 0.164
C -3.013 0.787 -3.314
C -2.891 1.826 -2.243
N -3.580 2.930 -2.360
C -3.479 3.883 -1.409
C -2.690 3.761 -0.300
C -2.632 4.895 0.691
O -1.323 5.449 0.824
C -1.927 2.567 -0.138
C -1.103 2.452 1.033
N -0.328 1.468 1.371
C 0.438 1.659 2.549
C 1.148 2.839 2.776
C 1.921 2.996 3.914
C 2.013 1.973 4.848
C 1.324 0.788 4.642
C 0.552 0.643 3.500
I -0.520 -1.160 3.265
C -2.018 1.573 -1.131
O -1.360 0.453 -1.095
H -3.746 1.112 -4.047
H -3.317 -0.173 -2.892
H -2.052 0.633 -3.811
H -4.071 4.775 -1.571
H -2.915 4.565 1.692
H -3.350 5.663 0.396
H -1.093 5.880 -0.006
H -1.142 3.305 1.707
H 1.094 3.633 2.042
H 2.458 3.921 4.067
H 2.617 2.094 5.736
H 1.380 -0.012 5.367
C 0.790 -4.225 1.498
C 0.931 -3.307 0.308
C -0.032 -3.349 -0.721
C -1.212 -4.288 -0.626
C 0.119 -2.543 -1.863
C -0.928 -2.540 -2.947
C 1.267 -1.741 -2.007
C 1.453 -0.903 -3.248
C 2.255 -1.737 -1.006
C 3.537 -0.963 -1.213
C 2.060 -2.474 0.179
C 3.080 -2.396 1.291
H 0.944 -5.259 1.182
H -0.201 -4.171 1.945
H 1.515 -4.014 2.276
H -2.156 -3.746 -0.539
H -1.138 -4.959 0.223
H -1.279 -4.905 -1.522
H -0.514 -2.916 -3.885
H -1.292 -1.528 -3.125
H -1.787 -3.151 -2.695
H 2.167 -1.376 -3.927
H 1.839 0.088 -3.011
H 0.525 -0.768 -3.792
H 3.536 0.002 -0.698
H 3.716 -0.769 -2.266
H 4.390 -1.525 -0.839
H 3.710 -3.288 1.312
H 2.600 -2.314 2.266
H 3.733 -1.534 1.183
*
```

The highest occupied orbital energy comes out at -10.59 eV. The energy above the lowest of the compared OMol25 structures with the same formula, charge and spin comes out at 1.2 kcal per mole. The frontier orbital gap is 7.583 eV. The calculation puts the LUMO energy at -0.110 hartree.